(1)
{"formula": "H10O5", "method": "ωB97M-V with the def2-TZVPD basis set", "symbols": ["O", "H", "H", "O", "H", "H", "O", "H", "H", "O", "H", "H", "O", "H", "H"], "positions_angstrom": [[1.89431, -0.04399, 0.10503], [2.74302, -0.22371, 0.50953], [2.10760, 0.42234, -0.70322], [-0.54462, -0.81452, -1.76474], [-0.05370, -0.15199, -2.25081], [-1.25062, -1.07284, -2.35726], [-0.16771, -0.23496, 0.29638], [0.78495, -0.17950, 0.22145], [-0.43302, -0.79992, -0.42934], [-0.59614, 1.87462, 0.28038], [0.10234, 2.48586, 0.51440], [-0.19461, 1.00939, 0.36023], [-1.77974, -0.80572, 1.51472], [-1.69731, -0.97187, 2.45377], [-0.91475, -0.49319, 1.24947]], "mulliken_charge": [-0.45, 0.30, 0.28, -0.54, 0.28, 0.29, -0.82, 0.51, 0.31, -0.72, 0.23, 0.40, -0.69, 0.24, 0.38], "e_homo_ev": -8.8, "charge": 0, "fmax_ev_per_a": 7.8, "e_above_lowest_kcal_mol": 134.7, "energy_ha": -382.00949, "lumo_ev": -0.304, "multiplicity": 1}

---

(2)
{"formula": "C21H26N2O2", "method": "ωB97M-V with the def2-TZVPD basis set", "symbols": ["C", "C", "C", "N", "C", "C", "C", "N", "C", "O", "C", "C", "C", "C", "C", "O", "C", "C", "C", "C", "C", "C", "C", "C", "C", "H", "H", "H", "H", "H", "H", "H", "H", "H", "H", "H", "H", "H", "H", "H", "H", "H", "H", "H", "H", "H", "H", "H", "H", "H", "H"], "positions_angstrom": [[3.54765, -4.31622, 3.90192], [2.54512, -4.99990, 2.97854], [2.46402, -4.36789, 1.57172], [1.49472, -3.31668, 1.36169], [0.11055, -3.72623, 1.43650], [-0.77045, -2.66749, 0.77696], [-0.58338, -1.32929, 1.49304], [-1.41350, -0.28657, 0.90845], [-1.32962, 0.13329, -0.37581], [-0.55099, -0.32166, -1.19043], [-2.27646, 1.24052, -0.72272], [-3.54656, 1.35606, -0.16731], [-4.37709, 2.39007, -0.56486], [-3.94817, 3.32076, -1.49125], [-2.67716, 3.20954, -2.05178], [-2.34620, 4.12249, -3.01052], [-1.03197, 4.44017, -3.25304], [-0.08760, 4.56756, -2.24047], [1.20140, 4.95893, -2.55278], [1.55475, 5.23361, -3.86280], [0.60727, 5.12369, -4.86681], [-0.68270, 4.72805, -4.56794], [-1.85302, 2.15583, -1.67775], [0.90216, -0.96520, 1.45580], [1.71827, -2.08948, 2.09061], [3.26951, -3.28466, 4.09856], [3.60148, -4.84154, 4.85377], [4.53902, -4.32308, 3.45338], [1.55460, -4.98739, 3.43692], [2.83719, -6.04631, 2.86794], [2.22362, -5.15217, 0.84769], [3.44524, -3.96381, 1.30526], [-0.00002, -4.67584, 0.90830], [-0.22905, -3.87321, 2.48042], [-1.81760, -2.97400, 0.81495], [-0.47445, -2.54679, -0.26399], [-0.90295, -1.43268, 2.53773], [-2.03524, 0.20974, 1.52426], [-3.90749, 0.62539, 0.54171], [-5.36903, 2.47382, -0.14633], [-4.58559, 4.13250, -1.80473], [-0.36598, 4.36852, -1.21573], [1.93212, 5.05345, -1.76326], [2.56343, 5.53644, -4.09928], [0.87425, 5.34246, -5.88989], [-1.43321, 4.63744, -5.33760], [-0.88069, 2.02126, -2.12801], [1.07640, -0.02804, 1.98869], [1.20106, -0.84310, 0.41569], [2.78103, -1.84383, 2.03855], [1.43129, -2.17853, 3.15604]], "mulliken_charge": [-1.18, -0.24, -1.00, 0.16, -0.79, -0.86, -0.30, -0.10, 0.42, -0.63, 0.13, -0.64, -0.73, -0.68, 0.38, -0.46, 0.44, -0.07, -0.60, -0.51, -0.43, -0.60, -0.22, -0.90, -0.75, 0.27, 0.38, 0.30, 0.24, 0.38, 0.40, 0.48, 0.45, 0.32, 0.37, 0.32, 0.39, 0.33, 0.50, 0.40, 0.46, 0.47, 0.36, 0.38, 0.37, 0.41, 0.67, 0.37, 0.35, 0.51, 0.30], "e_homo_ev": -8.2, "smiles": "CCCN1CCC(NC(=O)c2cccc(Oc3ccccc3)c2)CC1", "charge": 0, "fmax_ev_per_a": 0.6, "e_above_lowest_kcal_mol": 40.5, "energy_ha": -1075.82322, "lumo_ev": 0.712, "multiplicity": 1}

---

(3)
{"formula": "C2H4O3Si", "method": "ωB97M-V with the def2-TZVPD basis set", "symbols": ["C", "Si", "C", "O", "O", "O", "H", "H", "H", "H"], "positions_angstrom": [[1.44585, 0.74402, -0.55939], [-0.05044, -0.27705, 0.52491], [-1.80007, -0.18528, -0.23513], [-2.25583, 0.70962, -0.87346], [-0.11528, -0.71255, 2.12636], [0.19962, -1.79464, 1.13740], [0.92265, 1.43624, -1.06975], [2.13694, 1.23199, 0.02060], [1.97552, -0.01219, -1.02690], [-2.45896, -1.14017, -0.04466]], "mulliken_charge": [-1.15, 0.75, 0.00, -0.39, -0.30, -0.30, 0.34, 0.38, 0.36, 0.30], "e_homo_ev": -9.9, "smiles": "C[Si]1(C=O)OO1", "charge": 0, "fmax_ev_per_a": 5.4, "e_above_lowest_kcal_mol": 99.6, "energy_ha": -593.70972, "lumo_ev": -0.597, "multiplicity": 1}

---

(4)
{"formula": "C5H12NS", "method": "ωB97M-V with the def2-TZVPD basis set", "symbols": ["C", "C", "C", "C", "C", "N", "S", "H", "H", "H", "H", "H", "H", "H", "H", "H", "H", "H", "H"], "positions_angstrom": [[-0.42511, 0.25768, 1.48362], [0.77007, 1.27108, -1.52150], [-0.32196, -1.03575, 1.59471], [-0.35263, 0.24947, -1.77565], [-1.28864, -2.05969, 2.27842], [1.97827, 0.94961, -2.03687], [1.02549, 1.05785, 0.76708], [-1.08272, 1.05030, 1.87672], [0.60444, 2.24294, -1.58023], [0.55071, -1.51394, 1.07591], [-1.32286, 0.49582, -1.36647], [0.03735, -0.67702, -1.77587], [-0.63076, 0.50663, -2.80079], [-0.92754, -2.48021, 3.27333], [-1.81448, -2.82917, 1.54917], [-2.11766, -1.44742, 2.43584], [2.06632, -0.05041, -2.27834], [2.69533, 1.65966, -2.01952], [0.55636, 2.35257, 0.82044]], "mulliken_charge": [-0.06, -0.44, -0.02, -1.42, -1.06, -0.33, 0.05, 0.33, 0.79, 0.25, 0.34, 0.50, 0.41, 0.30, 0.29, 0.35, 0.23, 0.25, 0.23], "e_homo_ev": [-9.6, -14.6], "charge": 1, "fmax_ev_per_a": 5.6, "s_squared": 2.0147, "e_above_lowest_kcal_mol": 49.8, "energy_ha": -650.17442, "lumo_ev": [-3.120, -7.519], "multiplicity": 3}

---

(5)
{"formula": "C2H5N2S2", "method": "ωB97M-V with the def2-TZVPD basis set", "symbols": ["S", "N", "C", "N", "C", "S", "H", "H", "H", "H", "H"], "positions_angstrom": [[3.01644, -0.06784, 0.71793], [1.04777, -0.16869, -0.09544], [0.20522, 0.78629, 0.15279], [-1.02363, 0.52553, -0.07911], [-1.41953, -0.90878, -0.05112], [0.20861, -1.69468, -0.19545], [3.28441, 1.03609, -0.03542], [0.40861, 1.83123, 0.11088], [-1.66324, 1.25577, -0.30705], [-1.98647, -1.43224, 0.75492], [-2.07818, -1.16268, -0.97293]], "mulliken_charge": [0.11, -0.25, 0.06, -0.08, -0.36, 0.06, 0.23, 0.36, 0.25, 0.30, 0.31], "e_homo_ev": -13.2, "smiles": "SN1C=[NH+]CS1", "charge": 1, "fmax_ev_per_a": 4.0, "e_above_lowest_kcal_mol": 62.3, "energy_ha": -984.73545, "lumo_ev": -6.083, "multiplicity": 1}

---

(6)
{"formula": "C21H21CuN5O3P", "method": "ωB97M-V with the def2-TZVPD basis set", "symbols": ["Cu", "C", "C", "C", "C", "N", "C", "N", "C", "N", "C", "N", "C", "C", "C", "C", "C", "N", "C", "C", "C", "C", "C", "C", "H", "H", "H", "H", "H", "H", "H", "H", "H", "H", "H", "H", "C", "O", "P", "O", "C", "O", "C", "H", "H", "H", "H", "H", "H", "H", "H", "H"], "positions_angstrom": [[-0.11237, -0.53557, 0.32052], [3.69155, -1.48455, 2.30740], [4.51052, -0.37807, 2.08802], [3.99150, 0.72218, 1.45265], [2.64465, 0.74134, 1.04558], [1.86515, -0.33983, 1.23920], [2.39375, -1.41377, 1.85642], [2.23005, 1.91860, 0.43192], [1.00150, 2.19923, 0.15597], [-0.12395, 1.45537, 0.35556], [-1.22075, 2.20492, 0.02866], [-2.46380, 1.91635, 0.18607], [-2.90834, 0.73596, 0.77897], [-4.13846, 0.81747, 1.45370], [-4.67813, -0.29848, 2.04426], [-4.00872, -1.51497, 1.93638], [-2.82168, -1.52936, 1.24341], [-2.26145, -0.44040, 0.68131], [-0.76596, 3.52370, -0.50481], [-1.45934, 4.61685, -0.97919], [-0.71499, 5.71880, -1.39710], [0.67693, 5.71279, -1.32216], [1.36303, 4.60597, -0.82433], [0.61409, 3.51894, -0.42707], [4.05228, -2.37334, 2.80899], [5.54461, -0.38589, 2.41264], [4.58702, 1.60298, 1.25353], [1.72638, -2.26141, 1.97760], [-4.62858, 1.78078, 1.49009], [-5.61945, -0.23511, 2.57706], [-4.40317, -2.42345, 2.37088], [-2.27654, -2.45837, 1.11812], [-2.54217, 4.61224, -1.02034], [-1.22328, 6.59576, -1.77994], [1.23208, 6.58164, -1.65569], [2.44379, 4.59244, -0.74783], [0.23822, -5.21441, -0.68165], [0.25874, -3.95769, 0.01632], [0.04912, -2.57492, -0.75091], [-1.25822, -2.95599, -1.61476], [-1.85209, -1.93477, -2.42775], [1.14099, -2.61147, -1.94394], [2.39350, -1.92885, -1.79430], [0.56163, -5.97205, 0.02514], [0.91766, -5.18498, -1.53255], [-0.76945, -5.43165, -1.02806], [-2.74082, -2.36668, -2.87491], [-1.16259, -1.62857, -3.21490], [-2.12587, -1.06945, -1.82062], [3.01720, -2.40690, -1.03827], [2.23944, -0.88519, -1.51987], [2.89480, -1.97817, -2.75539]], "mulliken_charge": [-0.65, -0.84, -0.37, -0.44, 0.32, 0.15, -0.23, -0.61, 0.17, -0.40, 0.18, -0.57, 0.31, -0.77, -0.22, -0.89, -0.09, 0.39, 0.05, -0.14, -0.58, -0.61, -0.05, 0.24, 0.42, 0.40, 0.46, 0.44, 0.49, 0.39, 0.43, 0.28, 0.52, 0.39, 0.39, 0.52, -0.74, -0.29, 1.31, -0.48, -0.52, -0.42, -0.58, 0.25, 0.33, 0.27, 0.26, 0.31, 0.08, 0.29, 0.16, 0.30], "e_homo_ev": -7.3, "charge": 0, "fmax_ev_per_a": 0.9, "e_above_lowest_kcal_mol": 3.7, "energy_ha": -3294.28679, "lumo_ev": -0.062, "multiplicity": 1}